1.
{
  "formula": "C4H7NO",
  "method": "ωB97M-V/def2-TZVPD",
  "species": ["O", "N", "C", "C", "C", "C", "H", "H", "H", "H", "H", "H", "H"],
  "xyz": [[-1.144, 1.168, -0.022], [1.147, -0.488, 1.004], [1.586, 0.306, -0.495], [-1.738, 0.194, 0.825], [-0.949, -0.196, -0.344], [0.468, -0.724, -0.155], [2.350, -0.133, -1.134], [-1.273, 0.102, 1.805], [0.628, -1.677, -0.690], [-2.826, 0.146, 0.790], [1.114, 1.231, -0.825], [-1.462, -0.529, -1.249], [2.080, 0.589, 0.487]],
  "atomic_forces_ev_per_a": [[0.009, 0.184, -0.040], [-0.045, 0.000, -0.137], [0.090, 0.083, -0.387], [-0.187, -0.137, 0.207], [0.063, -0.164, -0.087], [-0.082, -0.107, 0.036], [-0.105, 0.039, 0.136], [-0.042, 0.024, -0.153], [-0.013, 0.147, 0.086], [0.172, 0.020, -0.022], [0.049, -0.123, 0.105], [0.083, 0.041, 0.142], [0.007, -0.009, 0.114]],
  "nbo_charge": [-0.49, -0.41, -0.52, -0.10, 0.02, -0.09, 0.23, 0.20, 0.17, 0.18, 0.26, 0.18, 0.36],
  "energy_ha": -286.41954,
  "charge": 0,
  "lumo_ev": 1.0,
  "gap_ev": 9.505,
  "de_lowest_kj_mol": 556.9,
  "homo_energy_ev": -8.54
}

2.
{
  "formula": "C4H7NO",
  "method": "ωB97M-V/def2-TZVPD",
  "species": ["O", "N", "C", "C", "C", "C", "H", "H", "H", "H", "H", "H", "H"],
  "xyz": [[-0.017, -1.683, -1.268], [1.266, -1.518, -1.497], [-0.651, -0.892, 0.445], [-1.664, 1.371, -0.032], [-0.714, 0.493, 0.268], [0.496, -0.002, 0.978], [-1.123, -1.800, 0.795], [-2.608, 1.077, -0.330], [1.402, 0.053, 0.412], [-1.733, 2.407, -0.103], [1.268, -0.662, -2.002], [1.934, -1.569, -0.753], [0.503, -0.006, 2.017]],
  "atomic_forces_ev_per_a": [[-2.580, -0.465, 3.724], [0.264, 0.598, -1.678], [2.971, -1.368, -2.880], [1.111, -0.420, 0.097], [-1.834, 0.591, 0.989], [-1.935, -0.780, -2.184], [-0.219, 0.553, 0.191], [-1.720, -1.675, -0.726], [0.758, -0.289, -0.080], [1.304, 1.945, 0.467], [1.385, 0.990, -0.376], [0.087, -0.250, 0.755], [0.407, 0.572, 1.701]],
  "nbo_charge": [-0.42, -0.46, 0.00, -0.34, -0.05, -0.47, 0.24, 0.19, 0.22, 0.20, 0.33, 0.33, 0.23],
  "energy_ha": -286.36309,
  "charge": 0,
  "lumo_ev": [0.1, 0.1],
  "gap_ev": [7.968, 7.973],
  "de_lowest_kj_mol": 705.1,
  "homo_energy_ev": [-7.86, -7.86]
}

3.
{
  "formula": "C4H7NO",
  "method": "ωB97M-V/def2-TZVPD",
  "species": ["O", "N", "C", "C", "C", "C", "H", "H", "H", "H", "H", "H", "H"],
  "xyz": [[-2.257, -2.158, 0.259], [0.366, 0.201, -0.621], [-0.474, -0.583, 0.276], [-0.507, 0.921, 0.259], [1.760, 0.379, -0.249], [-1.709, -1.208, -0.261], [2.382, -0.388, -0.710], [2.063, 1.362, -0.626], [-0.081, 1.430, 1.122], [-0.019, -1.157, 1.087], [-2.157, -0.659, -1.112], [-1.279, 1.477, -0.269], [1.912, 0.382, 0.845]],
  "atomic_forces_ev_per_a": [[0.469, 0.745, -0.523], [-0.007, 0.113, -0.104], [-0.038, -0.087, 0.132], [-0.124, 0.308, 0.102], [0.231, -0.074, 0.008], [-0.329, -0.608, 0.349], [-0.015, 0.018, 0.066], [0.057, -0.237, 0.029], [0.026, -0.071, -0.124], [-0.040, 0.481, 0.000], [-0.003, -0.197, -0.133], [-0.228, -0.261, 0.375], [0.000, -0.131, -0.178]],
  "nbo_charge": [-0.52, -0.38, -0.20, -0.24, -0.41, 0.43, 0.21, 0.21, 0.20, 0.22, 0.11, 0.21, 0.17],
  "energy_ha": -286.54445,
  "charge": 0,
  "smiles": "CN1C[C@H]1C=O",
  "lumo_ev": 0.9,
  "gap_ev": 10.557,
  "de_lowest_kj_mol": 228.9,
  "homo_energy_ev": -9.61
}

4.
{
  "formula": "C4H7NO",
  "method": "ωB97M-V/def2-TZVPD",
  "species": ["O", "N", "C", "C", "C", "C", "H", "H", "H", "H", "H", "H", "H"],
  "xyz": [[-2.136, -0.678, 0.646], [0.802, 0.409, -0.497], [1.874, -0.202, -0.010], [-1.248, -0.003, -0.193], [-0.096, -0.788, -0.766], [-0.213, 0.973, 0.428], [0.032, -1.327, -1.697], [-0.112, 0.860, 1.528], [-1.869, 0.545, -0.928], [-0.275, 2.026, 0.171], [2.560, -0.752, -0.674], [2.250, 0.263, 0.903], [-1.567, -1.326, 1.090]],
  "atomic_forces_ev_per_a": [[0.227, -0.343, 0.341], [-2.522, -0.712, -1.689], [2.964, -0.683, 1.781], [-0.420, 0.356, 0.092], [0.294, 2.053, -0.456], [0.002, 0.301, -0.228], [-0.090, -0.193, 0.098], [0.426, -0.279, -0.653], [0.373, -0.468, -0.005], [-0.588, 0.169, 0.288], [-0.557, 0.325, 0.335], [0.357, -0.543, -0.044], [-0.466, 0.016, 0.140]],
  "nbo_charge": [-0.69, -0.46, -0.20, 0.02, -0.01, -0.26, 0.19, 0.20, 0.20, 0.21, 0.19, 0.17, 0.47],
  "energy_ha": -286.40786,
  "charge": 0,
  "lumo_ev": [-0.2, 0.7],
  "gap_ev": [6.659, 8.989],
  "de_lowest_kj_mol": 587.6,
  "homo_energy_ev": [-6.85, -8.25]
}

5.
{
  "formula": "C4H7NO",
  "method": "ωB97M-V/def2-TZVPD",
  "species": ["O", "N", "C", "C", "C", "C", "H", "H", "H", "H", "H", "H", "H"],
  "xyz": [[-2.620, 0.073, 0.478], [1.182, 1.260, -0.769], [1.047, -0.219, 0.901], [0.348, -0.827, -0.248], [1.460, 1.000, 0.584], [0.582, 0.247, -1.269], [-2.784, 0.780, -0.022], [-2.628, -0.737, -0.061], [1.344, -0.530, 1.933], [1.999, 1.579, 1.332], [0.277, 0.065, -2.310], [-0.716, -0.841, 0.098], [0.509, -1.851, -0.649]],
  "atomic_forces_ev_per_a": [[0.947, -4.914, 3.215], [0.254, 1.322, -1.319], [1.413, -0.778, 2.419], [-0.910, -0.669, -0.005], [-0.153, -0.841, -0.025], [-0.394, -0.722, 0.517], [-1.018, 4.152, -3.323], [-0.304, 0.814, 0.116], [-1.000, -0.564, -1.133], [-0.158, 0.645, -0.908], [0.251, 0.790, 0.379], [0.604, 0.199, -0.552], [0.467, 0.568, 0.620]],
  "nbo_charge": [-0.92, -0.42, -0.21, -0.57, -0.08, 0.10, 0.47, 0.47, 0.22, 0.21, 0.19, 0.28, 0.25],
  "energy_ha": -286.54029,
  "charge": 0,
  "smiles": "C1=CN=CC1.O",
  "lumo_ev": 0.7,
  "gap_ev": 9.860,
  "de_lowest_kj_mol": 239.9,
  "homo_energy_ev": -9.12
}

6.
{
  "formula": "C4H7NO",
  "method": "ωB97M-V/def2-TZVPD",
  "species": ["O", "N", "C", "C", "C", "C", "H", "H", "H", "H", "H", "H", "H"],
  "xyz": [[0.260, 0.142, 2.744], [-0.163, -0.576, -0.708], [0.186, 0.397, 1.519], [-0.379, 0.575, -1.611], [0.884, -0.105, -1.283], [-0.477, -0.913, 0.620], [1.152, 0.429, 0.879], [-0.919, 0.342, -2.530], [-0.434, 1.278, 1.184], [-1.549, -1.026, 0.779], [-0.592, 1.546, -1.158], [1.939, -0.306, -1.383], [0.091, -1.784, 0.947]],
  "atomic_forces_ev_per_a": [[-0.068, 0.004, 0.094], [0.498, 0.231, -0.102], [0.008, 0.154, -0.367], [-0.201, 0.216, -0.180], [-0.335, -0.265, 0.208], [-0.084, -0.281, 0.006], [-0.054, -0.017, 0.116], [0.086, 0.034, 0.216], [0.095, -0.120, 0.145], [0.176, 0.090, -0.005], [0.100, -0.245, -0.102], [-0.158, 0.070, 0.024], [-0.062, 0.130, -0.052]],
  "nbo_charge": [-0.69, -0.21, 0.10, -0.23, 0.05, -0.28, 0.07, 0.20, 0.08, 0.22, 0.21, 0.25, 0.22],
  "energy_ha": -286.40617,
  "charge": 0,
  "lumo_ev": [-0.5, -0.5],
  "gap_ev": [7.319, 7.289],
  "de_lowest_kj_mol": 592.0,
  "homo_energy_ev": [-7.84, -7.83]
}

7.
{
  "formula": "C4H7NO",
  "method": "ωB97M-V/def2-TZVPD",
  "species": ["O", "N", "C", "C", "C", "C", "H", "H", "H", "H", "H", "H", "H"],
  "xyz": [[-0.733, 0.890, -0.869], [-1.564, -0.469, 0.742], [1.389, 0.588, 0.203], [-1.645, 0.616, 0.089], [0.314, -0.086, -0.639], [-0.427, -1.173, 0.149], [0.226, -1.612, 0.904], [-0.792, -1.984, -0.490], [0.671, -0.421, -1.615], [-2.394, 1.382, 0.238], [1.974, 1.318, -0.362], [2.072, -0.154, 0.629], [0.896, 1.110, 1.032]],
  "atomic_forces_ev_per_a": [[-0.006, 0.071, -0.076], [-0.166, 0.504, -0.260], [0.094, 0.018, 0.040], [-0.223, -0.289, 0.371], [0.233, -0.063, 0.020], [0.346, -0.203, -0.145], [-0.143, -0.009, 0.082], [-0.013, 0.061, 0.047], [0.005, 0.085, 0.157], [-0.065, -0.042, -0.031], [-0.146, -0.095, 0.006], [-0.059, 0.080, -0.133], [0.145, -0.117, -0.078]],
  "nbo_charge": [-0.50, -0.47, -0.63, 0.37, 0.06, -0.28, 0.20, 0.20, 0.20, 0.19, 0.22, 0.21, 0.22],
  "energy_ha": -286.59439,
  "charge": 0,
  "smiles": "C[C@H]1CN=CO1",
  "lumo_ev": 1.0,
  "gap_ev": 10.663,
  "de_lowest_kj_mol": 97.8,
  "homo_energy_ev": -9.64
}

8.
{
  "formula": "C4H7NO",
  "method": "ωB97M-V/def2-TZVPD",
  "species": ["O", "N", "C", "C", "C", "C", "H", "H", "H", "H", "H", "H", "H"],
  "xyz": [[-0.706, -1.414, 0.817], [0.009, 1.275, 0.860], [2.114, -0.071, 0.425], [-1.238, 0.856, 0.232], [-1.394, -0.657, 0.180], [1.027, 0.630, 0.646], [-2.198, -1.038, -0.482], [-2.071, 1.258, 0.821], [0.699, -0.643, -1.462], [2.213, -1.024, 0.935], [-1.352, 1.276, -0.775], [0.067, -0.655, -1.858], [2.831, 0.208, -0.338]],
  "atomic_forces_ev_per_a": [[-0.473, 0.248, -0.289], [0.464, -0.325, 0.025], [-0.169, 0.080, 0.100], [-0.062, -0.006, -0.038], [0.209, -0.214, 0.371], [-0.038, 0.084, -0.065], [0.002, 0.091, 0.089], [0.051, -0.072, -0.062], [-0.198, -0.026, -0.240], [0.125, 0.237, 0.112], [0.102, -0.103, 0.095], [0.137, -0.047, -0.222], [-0.150, 0.054, 0.125]],
  "nbo_charge": [-0.51, -0.45, -0.66, -0.35, 0.43, 0.46, 0.12, 0.23, 0.03, 0.26, 0.22, -0.04, 0.24],
  "energy_ha": -286.49713,
  "charge": 0,
  "smiles": "C=C=NCC=O.[H][H]",
  "lumo_ev": 1.0,
  "gap_ev": 9.816,
  "de_lowest_kj_mol": 353.2,
  "homo_energy_ev": -8.82
}

9.
{
  "formula": "C4H7NO",
  "method": "ωB97M-V/def2-TZVPD",
  "species": ["O", "N", "C", "C", "C", "C", "H", "H", "H", "H", "H", "H", "H"],
  "xyz": [[0.058, 1.252, 0.630], [-0.036, -0.863, -0.444], [-1.405, -0.674, 0.072], [1.187, 0.456, 1.191], [-0.089, 0.065, -1.582], [-0.603, 0.485, -0.284], [-0.702, -0.242, -2.426], [0.869, 0.527, -1.829], [1.033, -0.601, 1.487], [-1.499, -0.796, 1.154], [2.033, 0.429, 0.488], [1.369, 1.045, 2.067], [-2.214, -1.084, -0.525]],
  "atomic_forces_ev_per_a": [[0.793, -0.858, 0.474], [-0.077, -0.724, -0.463], [-0.318, -0.306, -0.004], [-0.052, 0.880, 0.280], [0.019, -0.059, -0.428], [0.272, -0.423, 0.070], [-0.261, 0.440, -0.005], [-0.082, -0.420, -0.080], [-0.654, 0.891, -0.212], [0.087, -0.353, -0.288], [-0.260, 0.320, 0.257], [0.745, 0.236, 0.452], [-0.212, 0.377, -0.053]],
  "nbo_charge": [-0.52, -0.40, -0.26, -0.27, -0.26, 0.33, 0.19, 0.21, 0.20, 0.21, 0.18, 0.19, 0.19],
  "energy_ha": -286.47258,
  "charge": 0,
  "smiles": "COC12CN1C2",
  "lumo_ev": 1.1,
  "gap_ev": 10.773,
  "de_lowest_kj_mol": 417.6,
  "homo_energy_ev": -9.68
}

10.
{
  "formula": "C4H7NO",
  "method": "ωB97M-V/def2-TZVPD",
  "species": ["O", "N", "C", "C", "C", "C", "H", "H", "H", "H", "H", "H", "H"],
  "xyz": [[1.323, -0.332, 1.804], [-2.678, 1.692, -0.555], [-0.023, -0.751, -1.112], [0.697, 0.454, -0.686], [-1.832, 0.920, -0.372], [-0.784, -0.029, -0.044], [-1.205, -0.705, 0.730], [1.830, -0.323, 2.620], [0.397, -0.188, 2.038], [0.422, -1.639, -0.660], [1.777, 0.374, -0.464], [-0.422, -0.866, -2.102], [0.499, 1.393, -1.196]],
  "atomic_forces_ev_per_a": [[0.114, -0.225, 0.372], [0.824, -0.785, 0.113], [-0.092, -0.267, -0.568], [-0.563, 0.085, 0.043], [-0.403, 0.625, -0.322], [0.315, 0.238, -0.281], [1.265, 0.721, 0.176], [-0.098, -0.046, 0.181], [0.354, 0.095, 0.091], [-0.122, 0.015, -0.442], [-1.176, -0.065, 1.109], [-0.168, -0.115, -0.314], [-0.248, -0.276, -0.159]],
  "nbo_charge": [-0.95, -0.33, -0.41, -0.31, 0.27, -0.38, 0.26, 0.48, 0.48, 0.23, 0.25, 0.22, 0.22],
  "energy_ha": -286.52049,
  "charge": 0,
  "smiles": "N#CC1CC1.O",
  "lumo_ev": 0.6,
  "gap_ev": 10.762,
  "de_lowest_kj_mol": 291.8,
  "homo_energy_ev": -10.18
}